--- i ---
C2H7OPS2 | ωB97M-V with the def2-TZVPD basis set

Results
E_HOMO (spin up / spin down), eV: -9.14 / -7.16
HOMO-LUMO gap (spin up / spin down), hartree: 0.328 / 0.189

Each line ends with the natural charge from an NBO analysis.
Cartesian coordinates (Å):
C  0.258  0.633  -0.409  -0.635
C  0.683  -0.767  -0.851  -0.750
O  -1.740  -1.449  0.082  -0.996
P  -0.205  -1.670  0.532  0.794
S  -2.888  1.239  4.296  -0.121
S  -1.441  0.532  3.030  -0.056
H  -0.732  0.808  -0.339  0.212
H  0.710  0.967  0.469  0.208
H  0.679  1.318  -1.140  0.211
H  1.882  -0.812  -0.708  0.238
H  0.275  -1.144  -1.820  0.238
H  -2.387  -1.344  0.711  0.499
H  -0.308  1.027  3.792  0.158



--- ii ---
C2H7OPS2 | ωB97M-V with the def2-TZVPD basis set

Results
E_HOMO, eV: -8.70
HOMO-LUMO gap, hartree: 0.314

Each line ends with the natural charge from an NBO analysis.
Cartesian coordinates (Å):
C  -1.551  -0.992  -0.736  -0.695
C  -1.210  0.092  0.181  -0.380
O  1.383  0.265  1.628  -1.043
P  1.196  0.201  -0.012  1.151
S  2.331  -1.191  -0.798  -0.562
S  1.712  2.103  -0.712  -0.232
H  -0.950  -1.826  -0.510  0.234
H  -2.590  -1.368  -0.861  0.232
H  -1.068  -0.823  -1.664  0.232
H  -1.252  0.050  1.227  0.206
H  -1.339  1.178  -0.089  0.204
H  2.201  -0.276  2.049  0.530
H  1.136  2.588  0.298  0.123



Quick one: most stable of them? ii